Entry 1:
The following is a quantum chemistry calculation of C4H9NOS in the gas phase in a non-equilibrium geometry, from OMol25.

Summary:
Energy above the lowest of the compared OMol25 structures with the same formula, charge and spin (kcal per mole): 128.46
Orbital gap (eV): 9.4
Multiplicity: 1

The geometry in XYZ format:
```
16
Properties=species:S:1:pos:R:3:forces:R:3:lowdin_charge:R:1
S -1.066504 1.441728 -1.075390 -1.789 -0.628 1.083 0.9651
O -0.805406 0.003823 -1.961901 1.100 0.033 -0.764 -0.4086
N -0.645710 1.200321 0.361258 0.306 1.113 1.674 -0.4984
C -1.017364 -1.021872 -1.108399 -3.129 -0.513 0.617 -0.3592
C 0.540558 1.718081 1.145644 -2.775 -0.515 0.134 -0.1726
C -0.181660 -1.499196 -0.206000 -1.376 -1.453 1.084 -0.1750
C 1.251818 -1.192345 -0.065915 1.147 -0.912 2.413 -0.1236
H 1.687925 -0.337484 -0.581557 -0.467 0.118 0.275 0.0775
H 0.632580 0.816166 1.890589 1.086 2.103 -1.487 0.1001
H -0.744696 -2.227840 0.523079 1.660 1.327 -1.364 0.1466
H 1.579072 -1.306607 1.032754 -0.807 1.318 -1.132 0.1042
H 1.248695 2.031644 0.382122 1.148 -0.465 0.820 0.0491
H 1.861868 -2.027687 -0.306934 0.409 -1.124 -1.315 0.0518
H -2.399773 0.933807 -0.822431 1.093 1.128 -0.831 0.0326
H 0.221958 2.655628 1.723328 0.396 -1.394 -0.675 0.0769
H -2.163361 -1.188166 -0.930247 1.997 -0.135 -0.533 0.1336
```
Positions in Å, forces in eV/Å.



Entry 2:
The following is a quantum chemistry calculation of C6H9N in the gas phase, from OMol25.

Summary:
Energy above the lowest of the compared OMol25 structures with the same formula, charge and spin (kcal per mole): 61.15
Orbital gap (eV): 10.2
SMILES: [H]/N=C1\CC12CCC2
Multiplicity: 1

The geometry in XYZ format:
```
16
Properties=species:S:1:pos:R:3:forces:R:3:lowdin_charge:R:1
N -2.722354 0.367221 0.771691 0.256 -0.210 -0.262 0.1449
C -1.689593 -0.052532 0.182371 -0.106 0.169 0.187 -0.3154
C 0.674754 1.124747 -0.486585 -0.040 0.135 -0.114 -0.1061
C -1.054399 -0.916837 -0.829705 -0.020 -0.184 -0.188 -0.0077
C -0.244555 0.035453 0.072226 -0.094 0.024 0.042 -0.3643
C 1.863531 0.296564 0.055483 0.209 0.028 0.000 -0.1588
C 0.881500 -0.450975 0.987932 0.002 -0.115 0.140 -0.1064
H -1.151823 -0.653855 -1.881807 -0.018 -0.001 0.133 0.1052
H 0.627034 1.309190 -1.564291 -0.006 -0.031 0.162 0.1082
H 2.264300 -0.370668 -0.714476 -0.020 0.129 0.142 0.1074
H 1.000394 -1.533333 1.098710 -0.033 0.164 -0.021 0.1083
H 2.679907 0.846515 0.529427 -0.075 -0.103 -0.102 0.0991
H 0.831109 0.011251 1.979347 -0.035 -0.061 -0.146 0.1138
H -3.547161 -0.101111 0.385443 0.046 0.071 0.076 0.0530
H 0.560092 2.073305 0.048156 -0.022 -0.148 -0.058 0.1137
H -0.972737 -1.984935 -0.633923 -0.041 0.133 0.010 0.1052
```
Positions in Å, forces in eV/Å.



Entry 3:
The following is a quantum chemistry calculation of a 6-piece molecular cluster, C18H51N3O6 overall in a non-equilibrium geometry, from OMol25.

Summary:
Charge: +1
Energy above the lowest of the compared OMol25 structures with the same formula, charge and spin (kcal per mole): 41.67
Orbital gap (spin up / spin down) (eV): 7.2 / 1.0
Multiplicity: 2

The geometry in XYZ format:
```
78
Properties=species:S:1:pos:R:3:forces:R:3:mulliken_spin:R:1
O -2.601053 0.306115 4.893185 0.811 -1.235 1.104 0.0000
O -0.886993 0.056215 2.793635 0.983 0.149 -0.153 -0.0001
O 1.253187 4.309995 -0.874695 4.534 1.738 0.498 0.0000
O -2.813553 -1.358505 -3.814145 1.728 0.692 -0.375 0.0000
O 4.105667 -0.590965 5.558085 0.275 0.246 0.709 0.7084
O 1.558387 2.153375 -4.933225 0.824 -2.144 -0.986 0.0000
N -3.593673 -2.225715 -6.597465 0.426 0.388 -0.830 0.0000
N 1.706837 -2.469235 7.759405 -0.435 -0.427 0.776 0.0043
N 1.759157 -0.837105 -2.805035 -1.172 0.304 -0.557 0.0000
C 4.883387 0.680265 5.731515 -0.367 -0.559 -0.154 0.0035
C -2.203103 -0.200965 -3.199335 -0.293 -0.382 -0.184 0.0000
C -1.848163 -3.883645 -6.541725 1.052 0.952 0.246 0.0000
C 2.870017 1.224175 -2.502645 -0.515 0.632 -0.140 0.0000
C 3.310327 -1.071895 6.647435 0.475 1.906 0.182 0.0657
C -1.877833 -1.868415 -4.789135 -1.551 -1.890 -1.268 0.0000
C 1.115377 -1.569955 5.492245 0.731 -0.147 -0.425 0.0261
C -3.686403 1.047095 4.488015 -1.967 0.686 -0.416 0.0000
C 0.105747 3.688805 -0.573365 -3.024 0.946 -1.042 0.0000
C -1.413883 0.003945 0.497165 1.080 1.416 0.171 0.0001
C 1.671617 0.602925 -3.215485 2.296 -2.067 1.767 0.0000
C -5.112353 0.418545 4.745235 0.734 -0.230 0.166 0.0000
C -2.653873 -2.888375 -5.709115 -1.175 0.242 0.865 0.0000
C -0.298133 -0.204565 1.489875 -0.904 -1.120 0.741 0.0001
C 1.846677 0.739665 -4.684655 -1.620 1.615 0.861 0.0000
C -0.057523 3.400535 0.910175 0.794 -0.553 -0.732 0.0000
C 2.249757 -2.097695 6.492565 -1.444 -0.804 -3.681 0.0218
C 1.779467 2.341095 -6.325475 -0.445 1.185 0.035 0.0000
H 2.656757 -2.982305 6.002745 0.348 0.017 -0.343 -0.0008
H -0.036253 -1.262615 1.483325 0.345 -0.113 -0.098 0.0000
H 1.085037 0.124915 -5.164335 -0.033 -0.030 -0.516 0.0000
H -1.153763 -0.350275 -2.944965 0.137 -0.509 0.103 0.0000
H -5.909833 1.095055 4.437875 0.198 0.086 -0.337 0.0000
H -3.607513 2.035565 4.940555 -0.389 0.180 0.262 0.0000
H 3.793967 0.721055 -2.787745 -0.055 -0.299 -0.147 0.0000
H 0.337647 -2.307485 5.294035 -0.314 0.037 0.982 0.0024
H 1.116367 -1.264015 -3.456705 -0.287 -0.879 0.157 0.0000
H 1.609397 1.431395 -6.901345 0.040 -0.004 -0.018 0.0000
H 1.428517 -1.470175 4.452975 1.112 -0.026 -0.026 -0.0018
H -1.920073 0.913895 0.819425 -0.539 -0.237 0.147 0.0000
H -2.071963 -0.863845 0.452725 0.095 0.306 -0.435 0.0000
H -0.143433 0.069835 3.400705 0.003 0.054 0.276 0.0000
H 4.292247 1.453545 6.222135 -0.600 -0.132 -0.380 0.0191
H -1.481103 -1.110745 -5.464885 0.163 0.416 0.287 0.0000
H -2.342853 -4.691285 -7.081275 -0.656 -0.134 0.816 0.0000
H 2.742197 1.080655 -1.429725 0.117 0.504 0.038 0.0000
H 2.778627 2.739665 -6.501335 0.186 -0.201 -0.109 0.0000
H -0.916983 0.368325 -0.401955 -0.416 -0.836 -0.665 -0.0001
H 1.065337 3.098535 -6.648585 0.016 0.003 -0.200 0.0000
H -4.050963 -3.031745 -6.999075 -0.704 0.414 -0.507 0.0000
H 2.899917 -0.144805 7.047635 -0.207 0.247 0.638 0.0433
H 0.731617 -0.569905 5.694025 -0.328 -0.250 0.764 -0.0014
H -3.600303 1.229635 3.416865 -0.239 -0.011 -0.273 0.0000
H -3.337893 -3.409265 -5.039115 0.660 -0.665 0.777 0.0000
H 0.700877 0.898635 -2.817595 0.112 0.635 -0.371 0.0000
H 2.126277 -3.332355 8.074355 1.040 0.099 0.443 0.0001
H 0.809857 -2.896145 7.576985 -0.864 0.783 -0.075 0.0005
H -1.402873 -3.367975 -7.392555 0.424 0.424 0.190 0.0000
H -1.102523 -2.478085 -4.325125 0.362 0.394 0.388 0.0000
H -2.193013 0.642065 -3.890205 -0.348 0.177 -0.043 0.0000
H -1.061783 3.055465 1.156095 0.190 -0.310 -0.114 0.0000
H -4.272423 -1.683995 -6.081775 -0.131 -0.049 0.121 0.0000
H 2.993277 2.253705 -2.838775 -0.065 0.187 0.603 0.0000
H 0.619847 0.367145 1.353665 -0.284 0.343 -0.183 0.0000
H 1.236707 4.874805 -1.650785 -0.375 -0.237 0.077 0.0000
H 0.085117 2.881485 -1.305425 -0.922 -1.096 0.723 0.0000
H 0.721747 2.652725 1.057225 -0.232 -0.299 0.858 0.0000
H -5.236403 -0.545135 4.251235 0.174 0.159 -0.590 0.0000
H 5.271517 0.938785 4.746315 -0.376 -0.124 0.115 0.0039
H 0.155247 4.253395 1.554745 0.091 0.185 -0.368 0.0000
H 2.841287 0.397985 -4.971185 0.177 0.323 -0.248 0.0000
H 3.997547 -1.425405 7.416105 0.747 0.063 0.396 0.0649
H -1.061793 -4.253965 -5.884015 0.141 -0.461 -0.340 0.0000
H 2.651857 -1.264705 -3.005885 0.369 0.271 -0.108 0.0000
H -5.389923 0.137215 5.761055 0.666 0.463 0.466 0.0000
H -0.648103 4.412265 -0.883855 -1.025 -0.360 0.093 0.0000
H 5.719377 0.586095 6.424595 0.151 -0.916 0.095 0.0398
H -1.974803 0.250155 4.167745 -0.273 -0.122 -0.250 0.0000
H -2.720693 0.036545 -2.269935 -0.230 -0.006 -0.251 0.0000
```
Positions in Å, forces in eV/Å.